No. 1
This record from the Open Molecules 2025 dataset describes C42H59FeN5O7P as an isolated structure in a non-equilibrium geometry. The level of theory is wB97M-V/def2-TZVPD.

ORCA input file:
```
! RIJCOSX wB97M-V def2-TZVPD def2/J DEFGRID3
* xyz 1 5
Fe 13.950 14.454 10.994
O 11.546 9.929 10.633
C 11.611 11.264 10.910
O 11.075 12.093 10.198
C 12.431 11.515 12.129
C 12.782 10.357 12.902
C 13.291 10.585 14.155
C 13.530 11.872 14.567
C 13.338 12.935 13.702
N 12.902 12.760 12.406
C 13.686 14.307 14.045
O 14.026 14.523 15.323
O 13.660 15.276 13.294
H 10.972 9.854 9.819
H 12.625 9.360 12.466
H 13.395 9.770 14.868
H 13.887 12.069 15.601
H 14.043 13.714 15.863
C 15.415 17.849 10.819
C 13.943 17.539 10.626
C 13.442 18.405 9.469
C 13.198 17.946 11.920
O 13.703 16.166 10.329
H 15.476 18.930 10.957
H 16.027 17.526 9.978
H 15.804 17.398 11.744
H 14.018 19.358 9.467
H 12.384 18.658 9.573
H 13.661 17.900 8.486
H 13.263 19.057 11.938
H 13.587 17.459 12.832
H 12.137 17.686 11.912
O 16.360 8.022 9.866
C 17.444 8.713 9.333
N 17.142 10.111 9.484
C 18.142 11.016 9.813
O 19.316 10.753 9.628
C 17.626 12.305 10.442
C 18.555 13.196 11.016
C 18.099 14.351 11.632
C 16.733 14.576 11.760
N 15.843 13.720 11.138
C 16.289 12.620 10.536
H 16.387 7.065 9.756
H 17.581 8.422 8.288
H 18.415 8.502 9.830
H 16.232 10.232 9.961
H 19.575 12.865 11.032
H 18.804 15.039 12.060
H 16.342 15.495 12.164
H 15.479 11.933 10.208
N 16.701 16.524 5.934
C 15.974 15.694 6.336
C 15.108 14.704 6.842
C 14.834 13.512 6.141
C 14.140 12.492 6.791
C 13.751 12.672 8.113
N 13.964 13.861 8.785
C 14.610 14.874 8.142
H 15.173 13.437 5.118
H 13.875 11.576 6.292
H 13.260 11.867 8.683
H 14.688 15.840 8.621
C 8.427 20.480 13.013
C 9.370 20.205 11.832
C 9.316 18.859 11.120
C 8.810 17.680 12.055
C 9.231 18.114 13.493
C 8.397 19.296 14.022
P 9.597 16.022 11.637
C 9.237 15.633 9.831
C 7.737 15.545 9.495
C 7.438 15.897 8.040
C 8.430 15.270 7.054
C 9.879 15.642 7.358
C 10.018 16.347 8.727
C 8.673 14.575 12.462
C 7.153 14.839 12.854
C 6.894 14.691 14.387
C 7.345 13.295 14.903
C 8.765 12.966 14.482
C 9.491 14.106 13.748
H 7.431 20.695 12.607
H 8.794 21.418 13.516
H 10.434 20.334 12.169
H 9.300 21.010 11.118
H 10.297 18.648 10.742
H 8.591 18.990 10.274
H 7.742 17.570 11.963
H 10.295 18.310 13.574
H 9.184 17.174 14.113
H 8.718 19.564 15.042
H 7.344 18.928 14.098
H 9.714 14.613 9.808
H 7.134 16.151 10.179
H 7.409 14.515 9.715
H 7.415 17.012 7.897
H 6.393 15.540 7.778
H 8.165 15.634 6.059
H 8.294 14.155 7.098
H 10.280 16.329 6.578
H 10.525 14.714 7.286
H 9.745 17.427 8.703
H 11.087 16.327 9.006
H 8.694 13.847 11.686
H 6.550 14.119 12.306
H 6.875 15.816 12.466
H 5.819 14.784 14.526
H 7.389 15.508 14.973
H 6.606 12.540 14.516
H 7.255 13.238 16.012
H 8.851 12.056 13.836
H 9.388 12.711 15.346
H 10.497 13.808 13.339
H 9.702 14.960 14.394
*
```

Calculated values
* <S²>: 6.012
* ΔE to the lowest compared entry with this formula, charge and spin: 0.0 kJ/mol
* Kohn-Sham gap (alpha / beta): 5.19 / 5.14 eV
* E_LUMO (alpha / beta): -4.2 / -4.2 eV

---

No. 2
This record from the Open Molecules 2025 dataset describes CH3N2PS as an isolated structure in a non-equilibrium geometry. The level of theory is wB97M-V/def2-TZVPD.

ORCA input file:
```
! RIJCOSX wB97M-V def2-TZVPD def2/J DEFGRID3
* xyz 0 1
C 1.520 0.492 0.147
N 0.778 1.394 0.046
N -1.171 0.068 -0.524
P -0.849 -1.420 -0.103
S 2.441 -0.753 0.488
H -1.966 0.444 -1.167
H -0.377 0.918 -0.032
H -0.376 -1.142 1.144
*
```

Calculated values
* ΔE to the lowest compared entry with this formula, charge and spin: 246.3 kJ/mol
* Kohn-Sham gap (alpha / beta): 7.25 / 7.25 eV
* E_LUMO (alpha / beta): -1.6 / -1.6 eV

---

No. 3
This record from the Open Molecules 2025 dataset describes C34H33F11N11O12PbS3Te as an isolated structure in a non-equilibrium geometry. The level of theory is wB97M-V/def2-TZVPD.

ORCA input file:
```
! RIJCOSX wB97M-V def2-TZVPD def2/J DEFGRID3
* xyz -1 1
Pb -1.522 -1.541 -0.429
C -1.294 3.041 2.336
C -1.626 1.590 2.017
N -0.347 0.933 1.983
C 0.760 1.439 1.626
C 0.744 2.872 1.318
N -0.224 3.538 1.845
C 1.926 0.561 1.415
C 3.225 1.040 1.445
C 4.268 0.122 1.368
C 3.960 -1.228 1.380
C 2.622 -1.622 1.382
N 1.639 -0.730 1.304
C 2.200 -3.014 1.626
C 3.093 -4.067 1.844
N 2.671 -5.237 2.283
C 1.380 -5.418 2.475
C 0.469 -4.412 2.158
N 0.900 -3.238 1.753
C 5.670 0.576 1.321
C 6.578 -0.014 0.445
C 7.886 0.442 0.434
N 8.330 1.414 1.221
C 7.465 1.973 2.057
C 6.132 1.602 2.143
H -1.826 3.574 3.111
H -2.147 1.222 2.915
H 1.424 3.334 0.622
H 3.427 2.098 1.541
H 4.751 -1.962 1.412
H 4.152 -3.978 1.639
H 1.067 -6.381 2.855
H -0.602 -4.546 2.222
H 6.260 -0.799 -0.226
H 8.621 0.012 -0.236
H 7.862 2.760 2.688
H 5.469 2.077 2.852
O -4.107 1.362 -0.583
S -4.073 -0.187 -1.392
O -2.842 -0.114 -2.147
O -4.058 -1.136 -0.301
O -5.284 -0.046 -2.124
F -2.195 -2.894 -4.598
Te -1.152 -3.821 -3.233
F -0.103 -4.233 -4.796
F 0.742 -3.698 -2.563
F -0.614 -5.599 -2.553
F -2.410 -5.128 -3.942
O -2.135 -3.346 -1.833
F -3.510 -1.249 4.393
C -2.939 -2.455 4.533
F -2.701 -2.633 5.833
F -3.822 -3.377 4.156
S -1.376 -2.565 3.498
O -1.896 -2.411 2.162
O -0.771 -3.806 3.864
N -0.632 -1.288 4.089
S 0.938 -1.372 4.234
O 1.483 -0.054 4.414
O 1.611 -2.222 3.301
C 1.204 -2.226 5.904
F 2.164 -1.604 6.603
F 0.094 -2.188 6.645
F 1.578 -3.491 5.767
C -1.704 0.151 -5.779
C -0.255 -0.325 -5.847
C 0.532 0.029 -4.570
C 1.998 -0.450 -4.723
C 2.823 -0.313 -3.444
C 0.529 1.523 -4.381
O 0.812 2.319 -5.248
N 0.211 1.938 -3.115
C -0.063 1.138 -2.002
O -0.170 1.721 -0.924
N -0.166 -0.198 -2.168
C -0.052 -0.731 -3.388
O -0.287 -1.920 -3.638
H -2.235 -0.184 -6.668
H -1.753 1.240 -5.729
H -2.213 -0.259 -4.907
H 0.255 0.145 -6.690
H -0.237 -1.407 -5.968
H 2.454 0.138 -5.522
H 1.972 -1.498 -5.023
H 2.823 0.718 -3.086
H 3.855 -0.609 -3.635
H 2.426 -0.951 -2.655
H 0.186 2.936 -2.950
N -2.318 1.185 0.849
C -3.355 1.780 0.415
N -3.793 2.979 1.008
C -5.244 3.122 1.141
C -5.949 3.631 -0.117
C -5.288 4.920 -0.600
C -3.791 4.684 -0.798
C -3.156 4.197 0.506
H -5.396 3.827 1.968
H -5.642 2.149 1.431
H -7.004 3.802 0.111
H -5.875 2.868 -0.892
H -5.434 5.711 0.144
H -5.745 5.249 -1.536
H -3.300 5.605 -1.122
H -3.645 3.921 -1.566
H -3.271 4.961 1.284
H -2.095 4.000 0.357
*
```

Calculated values
* ΔE to the lowest compared entry with this formula, charge and spin: 647.1 kJ/mol
* Kohn-Sham gap: 4.98 eV
* E_LUMO: -1.7 eV

---

No. 4
This record from the Open Molecules 2025 dataset describes C44H36I2IrN13O2 as an isolated structure in a non-equilibrium geometry. The level of theory is wB97M-V/def2-TZVPD.

ORCA input file:
```
! RIJCOSX wB97M-V def2-TZVPD def2/J DEFGRID3
* xyz 3 6
Ir -0.365 -0.121 0.203
I 6.762 -3.853 -1.117
C 4.820 -3.045 -1.127
C 3.799 -3.661 -1.851
C 2.532 -3.141 -1.793
I 0.921 -4.057 -2.761
C 2.201 -1.962 -1.028
O 1.007 -1.570 -0.992
C 3.294 -1.327 -0.349
C 3.073 -0.068 0.443
N 1.921 0.747 0.034
C 2.045 2.074 0.637
C 0.756 2.831 0.787
C 0.830 4.165 1.185
C -0.330 4.853 1.478
C -1.538 4.182 1.351
C -1.528 2.867 0.934
N -0.409 2.191 0.659
C 4.552 -1.875 -0.400
H 4.011 -4.535 -2.448
H 3.990 0.531 0.366
H 2.945 -0.325 1.503
H 1.936 0.841 -0.984
H 2.770 2.693 0.090
H 2.439 1.942 1.652
H 1.790 4.644 1.293
H -0.294 5.874 1.818
H -2.471 4.668 1.581
H -2.458 2.328 0.848
H 5.367 -1.398 0.124
C 0.387 -1.867 5.735
N 0.351 -1.096 4.512
C 0.136 -1.476 3.252
N -0.021 -0.398 2.487
C 0.109 0.634 3.363
N 0.326 0.230 4.580
C -0.982 -1.763 6.381
C -1.165 -1.179 7.631
C -2.440 -1.059 8.170
C -3.548 -1.471 7.456
C -3.373 -2.026 6.185
C -2.087 -2.186 5.663
C -4.506 -2.380 5.370
N -5.746 -1.991 5.504
N -6.430 -2.445 4.474
C -5.612 -3.116 3.710
O -4.358 -3.080 4.222
C -5.866 -3.700 2.418
C -7.163 -3.845 1.917
C -7.332 -4.335 0.635
C -6.233 -4.649 -0.160
C -4.940 -4.536 0.346
C -3.718 -4.883 -0.481
N -2.861 -3.732 -0.657
C -2.106 -3.061 0.218
N -1.562 -2.013 -0.384
C -2.009 -2.106 -1.660
N -2.803 -3.123 -1.837
C -4.771 -4.077 1.639
H 1.151 -1.441 6.389
H 0.646 -2.903 5.509
H 0.149 -2.492 2.910
H 0.045 1.669 3.104
H -0.314 -0.813 8.185
H -2.563 -0.623 9.149
H -4.544 -1.377 7.858
H -1.970 -2.631 4.686
H -8.008 -3.591 2.536
H -8.327 -4.468 0.238
H -6.391 -4.999 -1.168
H -4.007 -5.200 -1.484
H -3.156 -5.686 0.003
H -1.939 -3.341 1.237
H -1.733 -1.436 -2.447
H -3.792 -4.016 2.081
C -4.186 0.909 -2.007
C -2.931 0.910 -1.420
N -2.716 0.439 -0.193
C -3.751 -0.007 0.512
C -5.055 -0.031 0.021
C -5.260 0.418 -1.287
C -6.160 -0.597 0.808
C -6.756 -0.067 1.879
C -6.494 1.260 2.418
C -7.110 1.691 3.605
C -6.832 2.994 3.993
N -6.045 3.768 3.278
C -5.499 3.307 2.176
N -5.691 2.080 1.745
H -4.309 1.286 -3.010
H -2.075 1.305 -1.946
H -3.537 -0.346 1.517
H -6.249 0.399 -1.719
H -6.528 -1.551 0.451
H -7.541 -0.622 2.373
H -7.766 1.059 4.180
H -7.250 3.433 4.890
H -4.868 3.959 1.591
*
```

Calculated values
* <S²>: 8.819
* ΔE to the lowest compared entry with this formula, charge and spin: 77.7 kJ/mol
* Kohn-Sham gap (alpha / beta): 6.85 / 3.67 eV
* E_LUMO (alpha / beta): -8.0 / -11.5 eV

---

No. 5
This record from the Open Molecules 2025 dataset describes C44H43BBrCl3F4N5O4W as an isolated structure in a non-equilibrium geometry. The level of theory is wB97M-V/def2-TZVPD.

ORCA input file:
```
! RIJCOSX wB97M-V def2-TZVPD def2/J DEFGRID3
* xyz 1 3
W 1.262 -0.460 -0.285
C 1.968 2.474 -2.362
C 3.174 1.944 -1.644
C 4.340 2.702 -1.730
C 5.495 2.272 -1.134
C 5.479 1.054 -0.476
C 4.309 0.338 -0.434
N 3.166 0.775 -0.977
C 4.251 -1.000 0.202
C 5.354 -1.611 0.771
C 5.217 -2.855 1.342
C 3.978 -3.458 1.331
C 2.925 -2.794 0.741
N 3.070 -1.602 0.176
C 1.581 -3.392 0.597
C 1.195 -4.532 1.271
C -0.024 -5.103 0.958
C -0.748 -4.556 -0.079
C -0.302 -3.405 -0.715
C -1.030 -2.913 -1.935
N 0.810 -2.776 -0.297
H 1.988 3.563 -2.357
H 1.045 2.147 -1.922
H 2.006 2.131 -3.397
H 4.311 3.636 -2.277
H 6.398 2.868 -1.173
H 6.371 0.686 0.008
H 6.312 -1.114 0.784
H 6.070 -3.353 1.785
H 3.835 -4.438 1.766
H 1.834 -4.957 2.033
H -0.378 -5.985 1.478
H -1.654 -5.033 -0.434
H -1.409 -3.774 -2.486
H -0.359 -2.359 -2.581
H -1.887 -2.286 -1.682
C -3.645 -0.256 4.829
C -3.936 -1.038 3.537
C -4.190 -2.515 3.874
C -5.189 -0.460 2.880
C -2.723 -0.946 2.625
C -1.499 -1.478 3.014
C -0.412 -1.379 2.183
N -0.477 -0.806 0.976
C -1.638 -0.311 0.573
C -2.759 -0.349 1.374
C -1.660 0.192 -0.824
C -2.793 0.681 -1.417
C -2.801 1.052 -2.760
C -1.608 0.881 -3.438
C -0.502 0.390 -2.773
N -0.520 0.054 -1.487
C -4.078 1.554 -3.417
C -4.701 2.666 -2.560
C -5.053 0.366 -3.512
C -3.818 2.099 -4.821
H -4.467 -0.396 5.535
H -3.547 0.814 4.625
H -2.725 -0.593 5.310
H -5.114 -2.604 4.449
H -3.383 -2.941 4.476
H -4.294 -3.115 2.966
H -6.029 -0.542 3.573
H -5.457 -1.004 1.968
H -5.068 0.599 2.637
H -1.372 -1.955 3.979
H 0.550 -1.749 2.487
H -3.670 0.104 1.016
H -3.690 0.782 -0.822
H -1.504 1.140 -4.483
H 0.438 0.272 -3.287
H -4.988 2.313 -1.567
H -5.604 3.038 -3.049
H -4.008 3.503 -2.437
H -5.340 0.006 -2.520
H -4.606 -0.466 -4.063
H -5.960 0.676 -4.037
H -3.086 2.912 -4.810
H -4.749 2.495 -5.229
H -3.467 1.321 -5.505
F 1.893 -0.166 1.690
B 2.619 -0.318 3.395
F 1.737 0.450 4.047
F 3.843 0.173 3.122
F 2.504 -1.666 3.542
Cl 3.013 -3.687 -2.647
C 3.093 -2.334 -3.789
Cl 4.791 -1.963 -4.105
Cl 2.271 -2.806 -5.285
C 2.399 -1.026 -3.291
O 2.528 -0.040 -3.984
O 1.724 -1.139 -2.215
Br 4.870 3.746 3.065
C 3.134 4.140 2.417
C 2.639 5.424 2.570
C 1.359 5.713 2.117
C 0.589 4.728 1.521
C 1.105 3.449 1.360
C 2.386 3.143 1.810
C 0.237 2.421 0.706
O -0.970 2.544 0.649
O 0.870 1.404 0.179
H 3.242 6.185 3.048
H 0.961 6.713 2.243
H -0.416 4.934 1.175
H 2.769 2.136 1.726
*
```

Calculated values
* <S²>: 2.010
* ΔE to the lowest compared entry with this formula, charge and spin: 34.9 kJ/mol
* Kohn-Sham gap (alpha / beta): 6.28 / 7.44 eV
* E_LUMO (alpha / beta): -3.1 / -3.4 eV